## i
C15H56N10O13 | ωB97M-V/def2-TZVPD

Frontier orbital gap ... 7.88 eV
E_LUMO ... -0.49 eV
2S+1 ... 1

Each line ends with the Löwdin charge.
Cartesian coordinates (Å):
C: -7.450 -16.404 -27.241  -0.04
C: -7.805 -15.621 -25.977  -0.25
O: -6.952 -16.033 -24.855  -0.07
H: -8.030 -16.035 -28.099  0.08
H: -7.537 -17.510 -27.136  0.07
H: -6.365 -16.268 -27.416  0.04
H: -8.752 -15.809 -25.597  0.06
H: -7.856 -14.592 -26.190  0.06
H: -7.306 -15.666 -24.113  -0.01
C: -6.616 -15.523 -21.341  -0.08
C: -6.864 -14.256 -20.491  -0.32
O: -7.545 -14.711 -19.372  -0.07
H: -6.082 -15.428 -22.267  0.04
H: -7.610 -15.954 -21.600  0.06
H: -6.163 -16.279 -20.674  0.08
H: -7.397 -13.556 -21.167  0.10
H: -5.927 -13.827 -20.208  0.10
H: -6.943 -14.601 -18.644  0.08
C: -3.151 -14.912 -28.657  -0.57
O: -4.073 -15.950 -28.457  -0.11
N: -1.958 -15.004 -28.212  0.14
N: -3.507 -13.772 -29.186  0.22
H: -1.657 -15.916 -27.927  0.14
H: -1.284 -14.221 -28.328  0.17
H: -4.379 -13.775 -29.545  0.05
H: -2.909 -12.947 -29.287  0.15
C: -11.110 -13.460 -26.717  -0.67
O: -9.870 -13.605 -27.273  -0.09
N: -12.184 -13.746 -27.423  0.15
N: -11.382 -12.968 -25.581  0.16
H: -11.936 -14.097 -28.340  0.11
H: -13.129 -13.993 -27.098  0.13
H: -10.530 -12.820 -24.966  0.08
H: -12.253 -13.089 -25.034  0.15
C: -3.606 -15.184 -25.014  -0.63
O: -3.861 -14.927 -23.648  -0.13
N: -4.517 -15.496 -25.866  0.13
N: -2.417 -15.069 -25.558  0.14
H: -5.529 -15.661 -25.514  0.11
H: -4.332 -15.819 -26.816  0.04
H: -1.706 -14.775 -24.908  0.11
H: -2.277 -14.854 -26.616  0.07
C: -9.419 -13.271 -23.162  -0.64
O: -8.767 -14.476 -23.327  -0.07
N: -10.262 -13.045 -22.217  0.16
N: -9.193 -12.253 -23.949  0.13
H: -10.132 -13.727 -21.399  0.17
H: -10.420 -12.108 -21.756  0.15
H: -8.435 -12.364 -24.670  0.11
H: -9.636 -11.329 -23.893  0.14
C: -5.765 -12.312 -25.906  -0.61
O: -6.642 -12.945 -25.038  -0.09
N: -4.823 -12.869 -26.498  0.18
N: -5.870 -11.032 -26.157  0.17
H: -4.687 -13.878 -26.237  0.09
H: -4.090 -12.482 -27.018  0.10
H: -6.359 -10.486 -25.478  0.11
H: -5.297 -10.485 -26.825  0.14
C: -6.092 -18.704 -22.406  -0.15
O: -5.322 -19.772 -22.918  -0.10
H: -5.640 -17.782 -22.798  0.08
H: -5.967 -18.717 -21.338  0.07
H: -7.196 -18.658 -22.483  0.07
H: -5.014 -19.558 -23.753  -0.02
C: -7.001 -13.105 -29.392  -0.13
O: -6.021 -12.135 -29.045  -0.16
H: -7.559 -12.807 -30.226  0.07
H: -7.745 -13.147 -28.606  0.06
H: -6.611 -14.098 -29.499  0.07
H: -5.718 -12.400 -28.128  0.03
C: -11.339 -17.067 -25.365  -0.11
O: -11.415 -15.972 -24.453  -0.13
H: -11.697 -16.628 -26.308  0.08
H: -11.997 -17.900 -25.045  0.10
H: -10.307 -17.282 -25.419  0.05
H: -11.059 -15.218 -24.856  0.00
C: -7.933 -19.883 -25.041  -0.16
O: -9.129 -19.484 -24.452  -0.10
H: -8.163 -20.592 -25.849  0.10
H: -7.229 -20.278 -24.349  0.06
H: -7.423 -19.033 -25.402  0.04
H: -8.904 -18.938 -23.717  0.02
C: -10.859 -17.855 -22.111  -0.16
O: -9.640 -17.195 -22.366  -0.12
H: -11.602 -17.205 -21.708  0.06
H: -10.795 -18.650 -21.335  0.09
H: -11.255 -18.312 -23.048  0.07
H: -9.791 -16.536 -23.030  0.02
C: -4.779 -19.162 -26.665  -0.17
O: -4.437 -18.864 -25.387  -0.09
H: -5.666 -18.641 -26.946  0.04
H: -5.013 -20.273 -26.620  0.11
H: -4.005 -18.948 -27.402  0.09
H: -3.646 -18.397 -25.423  0.06



## ii
C15H56N10O13 | ωB97M-V/def2-TZVPD

Frontier orbital gap ... 9.20 eV
E_LUMO ... -0.07 eV
2S+1 ... 1

Each line ends with the Löwdin charge.
Cartesian coordinates (Å):
C: -1.259 4.058 3.339  -0.17
O: -2.128 3.519 4.309  -0.13
H: -1.808 4.694 2.645  0.07
H: -0.396 4.535 3.804  0.09
H: -1.095 3.205 2.681  0.05
H: -2.045 4.189 4.991  0.07
C: 3.130 2.181 1.252  -0.15
O: 3.752 3.413 1.593  -0.11
H: 2.391 2.296 0.459  0.04
H: 3.779 1.364 0.937  0.09
H: 2.536 1.899 2.121  0.05
H: 3.067 4.085 1.563  0.05
C: -0.157 0.359 0.280  -0.13
O: -0.207 1.172 1.449  -0.15
H: 0.776 0.495 -0.267  0.07
H: -0.086 -0.696 0.543  0.07
H: -1.014 0.559 -0.364  0.07
H: -0.821 0.825 2.101  0.03
C: -0.939 -4.103 2.020  -0.12
O: -1.745 -3.635 3.117  -0.13
H: -1.180 -5.111 1.682  0.09
H: -0.916 -3.429 1.164  0.06
H: 0.060 -4.202 2.444  0.06
H: -1.200 -3.543 3.902  0.05
C: -2.990 0.227 3.325  -0.11
O: -2.401 -0.747 2.450  -0.16
H: -2.748 1.191 2.876  0.07
H: -4.009 -0.022 3.619  0.09
H: -2.312 0.166 4.176  0.08
H: -2.352 -1.535 2.996  0.05
C: 0.998 2.434 -3.210  -0.13
O: 1.980 2.267 -2.188  -0.13
H: 0.195 1.731 -2.990  0.06
H: 0.642 3.464 -3.218  0.08
H: 1.396 2.290 -4.215  0.09
H: 1.808 2.927 -1.513  0.01
C: -4.194 -2.394 -0.877  -0.79
O: -4.343 -3.262 -1.669  0.06
N: -3.131 -1.817 -0.382  0.18
N: -5.250 -1.852 -0.282  0.14
H: -3.187 -1.381 0.527  0.07
H: -2.240 -2.002 -0.820  0.05
H: -5.120 -1.092 0.370  0.09
H: -6.203 -2.128 -0.468  0.11
C: -0.435 -2.487 -2.737  -0.78
O: -0.584 -2.153 -1.613  0.04
N: -1.247 -2.176 -3.664  0.20
N: 0.475 -3.306 -3.228  0.20
H: -1.118 -2.570 -4.585  0.13
H: -1.976 -1.503 -3.476  0.11
H: 0.607 -3.174 -4.221  0.11
H: 1.211 -3.794 -2.739  0.08
C: 1.503 -1.528 3.746  -0.68
O: 1.732 -2.385 2.864  0.00
N: 0.965 -1.729 4.924  0.17
N: 1.862 -0.254 3.661  0.18
H: 0.565 -2.646 5.059  0.11
H: 0.728 -0.958 5.533  0.12
H: 1.751 0.325 4.481  0.11
H: 2.021 0.152 2.750  0.08
C: 0.823 4.974 -0.382  -0.80
O: 2.021 4.814 -0.370  0.07
N: -0.104 4.082 -0.221  0.20
N: 0.250 6.104 -0.562  0.17
H: -1.031 4.314 -0.549  0.11
H: 0.219 3.125 -0.246  0.09
H: 0.936 6.805 -0.804  0.13
H: -0.735 6.303 -0.467  0.12
C: 2.520 -4.397 -0.220  -0.68
O: 2.418 -4.992 -1.307  -0.02
N: 3.613 -4.452 0.554  0.16
N: 1.607 -3.522 0.267  0.17
H: 4.451 -4.963 0.317  0.12
H: 3.503 -3.821 1.335  0.09
H: 1.730 -3.274 1.239  0.03
H: 0.934 -3.080 -0.343  0.07
C: -2.875 1.167 -2.860  -0.09
C: -2.673 2.634 -3.290  -0.33
O: -2.314 2.686 -4.638  -0.07
H: -3.094 0.990 -1.807  0.06
H: -1.898 0.699 -2.984  0.04
H: -3.535 0.546 -3.466  0.08
H: -1.936 3.124 -2.652  0.09
H: -3.656 3.104 -3.260  0.11
H: -3.101 2.317 -5.045  0.08
C: 3.149 -0.807 -2.213  -0.08
C: 4.158 -1.930 -2.546  -0.29
O: 5.318 -1.238 -2.982  -0.09
H: 2.725 -0.336 -3.100  0.07
H: 3.431 -0.128 -1.408  0.07
H: 2.249 -1.373 -1.971  0.04
H: 3.821 -2.729 -3.205  0.11
H: 4.320 -2.432 -1.592  0.09
H: 5.662 -0.720 -2.251  0.08



Least stable = i



## i
C16H21N3O4 | ωB97M-V/def2-TZVPD

Frontier orbital gap ... 8.56 eV
SMILES string ... N/C(=N\OC(=O)CCC1CCCCC1)c1ccc([N+](=O)[O-])cc1
E_LUMO ... -0.83 eV
2S+1 ... 1

Each line ends with the Löwdin charge.
Cartesian coordinates (Å):
N: -1.406 -0.900 1.284  0.17
C: -2.033 0.172 0.731  -0.35
N: -1.470 1.275 0.409  0.14
O: -0.099 1.359 0.756  -0.02
C: 0.599 2.302 0.087  -0.50
O: 0.155 3.011 -0.767  0.13
C: 2.034 2.278 0.565  -0.09
H: 2.080 1.841 1.561  0.11
H: 2.389 3.308 0.607  0.13
C: 2.909 1.492 -0.422  -0.15
H: 2.871 2.001 -1.387  0.13
H: 3.938 1.528 -0.064  0.11
C: 2.466 0.038 -0.630  -0.32
C: 3.275 -0.629 -1.750  -0.17
C: 4.719 -0.906 -1.342  -0.20
C: 4.766 -1.767 -0.084  -0.21
C: 4.003 -1.093 1.051  -0.20
C: 2.559 -0.821 0.636  -0.17
H: 2.023 -0.342 1.457  0.09
H: 2.069 -1.778 0.436  0.12
H: 4.497 -0.158 1.319  0.11
H: 4.012 -1.734 1.936  0.11
H: 5.802 -1.940 0.213  0.11
H: 4.313 -2.739 -0.296  0.11
H: 5.244 0.033 -1.163  0.11
H: 5.233 -1.418 -2.159  0.11
H: 3.255 0.001 -2.641  0.11
H: 2.796 -1.578 -2.006  0.12
H: 1.418 0.059 -0.950  0.14
C: -3.466 0.072 0.408  -0.14
C: -4.215 1.241 0.261  0.01
C: -5.560 1.175 -0.035  0.02
C: -6.163 -0.070 -0.185  -0.15
C: -5.428 -1.242 -0.060  0.01
C: -4.082 -1.169 0.235  -0.01
H: -3.507 -2.080 0.303  0.11
H: -5.922 -2.192 -0.198  0.12
N: -7.572 -0.148 -0.480  -0.36
O: -8.058 -1.252 -0.609  0.08
O: -8.185 0.892 -0.578  0.09
H: -6.156 2.067 -0.151  0.12
H: -3.715 2.188 0.376  0.12
H: -1.937 -1.609 1.756  0.10
H: -0.450 -0.769 1.572  0.09



## ii
C16H21N3O4 | ωB97M-V/def2-TZVPD

Frontier orbital gap ... 8.75 eV
SMILES string ... N/C(=N\OC(=O)CCC1CCCCC1)c1cccc([N+](=O)[O-])c1
E_LUMO ... -0.67 eV
2S+1 ... 1

Each line ends with the Löwdin charge.
Cartesian coordinates (Å):
N: 1.119 -2.419 1.939  0.18
C: 0.777 -1.144 2.236  -0.35
N: 1.062 -0.062 1.614  0.12
O: 1.823 -0.013 0.438  0.02
C: 1.665 -0.806 -0.613  -0.50
O: 0.937 -1.773 -0.667  0.08
C: 2.535 -0.327 -1.752  -0.09
H: 3.563 -0.253 -1.394  0.13
H: 2.482 -1.073 -2.544  0.12
C: 2.076 1.045 -2.259  -0.16
H: 2.236 1.779 -1.466  0.12
H: 2.698 1.326 -3.112  0.12
C: 0.601 1.072 -2.671  -0.34
C: 0.202 2.468 -3.147  -0.17
C: -1.318 2.566 -3.324  -0.19
C: -1.916 1.231 -3.783  -0.21
C: -0.906 0.466 -4.629  -0.20
C: 0.296 0.046 -3.774  -0.16
H: 1.170 -0.067 -4.421  0.12
H: 0.095 -0.922 -3.313  0.11
H: -0.580 1.104 -5.453  0.11
H: -1.372 -0.419 -5.065  0.11
H: -2.830 1.410 -4.353  0.11
H: -2.184 0.621 -2.919  0.11
H: -1.542 3.345 -4.055  0.11
H: -1.780 2.862 -2.380  0.11
H: 0.706 2.673 -4.094  0.12
H: 0.537 3.220 -2.430  0.11
H: -0.001 0.834 -1.787  0.15
C: 0.041 -0.905 3.502  -0.13
C: -0.852 -1.844 4.000  0.06
C: -1.519 -1.588 5.190  -0.14
C: -1.321 -0.408 5.895  0.01
C: -0.440 0.530 5.388  -0.04
C: 0.234 0.286 4.205  0.00
H: 0.920 1.010 3.796  0.11
H: -0.278 1.455 5.919  0.11
H: -1.857 -0.247 6.818  0.12
N: -2.437 -2.578 5.702  -0.36
O: -3.057 -2.305 6.706  0.09
O: -2.524 -3.626 5.098  0.08
H: -1.074 -2.765 3.480  0.12
H: 0.750 -3.156 2.516  0.10
H: 1.261 -2.650 0.961  0.08



Least stable = ii